(1)
106
Properties=species:S:1:pos:R:3:mulliken_charge:R:1 method="wB97M-V/def2-TZVPD" total_charge=0 fmax_ev_per_a=7.7 e_lumo_ev=-1.0
C 1.258 -2.698 -3.899 -0.473
Br -0.487 -3.633 -3.644 -0.083
Br 2.628 -3.530 -2.681 -0.050
Br 1.178 -0.661 -3.631 0.110
H 1.633 -2.884 -4.905 0.565
C -3.732 -4.095 -0.190 -0.485
Br -4.188 -2.591 -1.323 -0.019
Br -2.715 -3.471 1.396 0.133
Br -2.685 -5.408 -1.245 -0.098
H -4.675 -4.585 0.053 0.461
C 1.999 4.715 2.839 -0.852
C 1.182 4.203 1.834 -0.763
C 0.659 2.898 2.007 -0.311
C 0.882 2.265 3.240 0.237
C 1.524 2.880 4.262 -1.044
C 2.219 4.062 4.075 0.491
O 2.914 4.609 5.119 -0.547
O -0.211 2.410 1.102 0.127
H 2.397 5.708 2.693 0.316
H 1.125 4.510 0.800 0.346
H 0.478 1.269 3.350 1.167
H 1.803 2.491 5.230 0.314
H 3.498 5.359 4.983 0.325
H -0.720 3.099 0.668 0.134
C -1.132 0.822 -6.773 -0.588
C -1.565 0.694 -5.417 0.374
C -2.585 1.481 -4.931 0.009
C -3.302 2.360 -5.686 -0.606
C -2.866 2.555 -7.035 -0.594
C -1.920 1.714 -7.609 0.546
O -1.518 2.044 -8.846 -0.520
O -2.788 1.543 -3.581 -0.412
H -0.193 0.441 -7.146 0.363
H -0.948 0.157 -4.712 0.109
H -4.152 2.934 -5.350 0.455
H -3.378 3.250 -7.684 0.379
H -0.990 1.298 -9.141 0.316
H -2.140 1.123 -3.010 0.277
C 4.725 -1.996 -0.551 -1.238
C 5.121 -1.111 -1.510 -0.265
C 4.502 0.151 -1.686 0.109
C 3.440 0.450 -0.821 -0.778
C 2.955 -0.506 0.086 0.411
C 3.593 -1.760 0.264 0.596
O 3.117 -2.673 1.106 -0.737
O 4.713 0.980 -2.815 -0.627
H 5.369 -2.853 -0.421 0.362
H 5.977 -1.376 -2.112 0.421
H 2.917 1.392 -0.900 0.336
H 2.079 -0.139 0.601 0.535
H 2.239 -2.980 0.868 0.167
H 4.034 1.612 -3.063 0.495
C -0.056 -2.593 4.390 -0.147
C 0.977 -2.258 3.539 1.178
C 1.840 -1.236 3.941 -0.008
C 1.669 -0.717 5.237 -0.515
C 0.600 -0.927 6.133 -0.539
C -0.206 -1.975 5.683 -0.033
O -1.177 -2.292 6.633 -0.587
O 2.946 -0.915 3.235 -0.625
H -0.752 -3.377 4.131 0.313
H 1.169 -2.812 2.632 -0.588
H 2.518 -0.120 5.533 0.496
H 0.400 -0.556 7.128 0.427
H -1.471 -1.523 7.126 0.364
H 2.839 -1.305 2.364 0.209
C -4.608 2.145 0.351 0.569
O -5.604 2.660 0.907 -0.735
N -3.615 2.721 -0.354 0.006
N -4.376 0.857 0.474 -0.313
H -3.651 3.668 -0.702 0.216
H -2.881 2.119 -0.699 -0.105
H -5.114 0.351 0.943 0.137
H -3.772 0.330 -0.140 -0.074
C -2.665 0.366 3.612 0.690
O -3.236 -0.673 3.435 -0.689
N -2.035 0.751 4.713 -0.211
N -2.498 1.198 2.647 0.035
H -1.503 1.607 4.648 0.129
H -2.053 0.231 5.578 0.236
H -1.894 2.002 2.740 0.071
H -3.023 0.998 1.807 -0.078
C 0.745 -4.842 0.672 0.707
O 0.656 -3.635 0.543 -0.274
N 0.685 -5.470 1.800 -0.377
N 1.048 -5.636 -0.385 -0.339
H 0.859 -6.463 1.743 0.177
H 0.452 -4.900 2.600 0.163
H 0.904 -5.354 -1.344 0.121
H 1.219 -6.605 -0.155 0.128
C 1.551 2.738 -3.154 0.305
O 2.673 2.712 -3.398 -0.761
N 1.066 2.831 -1.945 0.026
N 0.531 2.660 -3.989 -0.176
H 1.732 3.266 -1.323 0.216
H 0.124 2.625 -1.644 -0.022
H 0.853 2.567 -4.942 0.206
H -0.449 2.828 -3.810 0.107
C -1.003 -0.387 -0.646 -0.294
O -1.347 0.650 -1.210 0.044
N -0.746 -1.523 -1.266 0.640
N -0.801 -0.486 0.663 1.695
H -0.807 -1.505 -2.274 -0.108
H -0.377 -2.272 -0.696 -0.400
H -0.830 -1.425 1.034 -0.692
H -0.773 0.369 1.200 -0.818

---

(2)
12
Properties=species:S:1:pos:R:3:mulliken_charge:R:1 method="wB97M-V/def2-TZVPD" total_charge=0 fmax_ev_per_a=0.5 e_lumo_ev=1.0
C 0.192 1.202 -1.234 -1.121
C -0.124 0.111 -0.265 0.492
C -0.946 -0.016 0.835 -0.409
C -0.404 -1.112 1.549 -0.332
N 0.633 -1.651 0.930 -0.855
N 0.782 -0.894 -0.163 0.300
H 0.123 0.920 -2.291 0.284
H -0.406 2.098 -1.062 0.308
H 1.238 1.435 -1.015 0.305
H -1.805 0.591 1.096 0.344
H -0.709 -1.507 2.507 0.428
H 1.426 -1.176 -0.885 0.255

---

(3)
137
Properties=species:S:1:pos:R:3:mulliken_charge:R:1 method="wB97M-V/def2-TZVPD" total_charge=+1 fmax_ev_per_a=5.9 e_lumo_ev=-3.2
Mg -18.919 -3.185 4.376 1.208
C -23.592 -3.245 10.676 -1.041
C -24.493 -2.286 9.932 -0.384
C -23.982 -2.064 8.464 -0.214
N -24.786 -1.032 7.615 0.558
C -24.330 -1.365 6.174 -0.504
C -24.846 -0.367 5.089 -0.900
C -24.496 1.056 5.536 -0.612
C -25.074 1.387 6.977 -0.709
C -24.525 0.438 8.040 -0.416
C -26.263 -1.484 7.665 -1.126
H -22.550 -2.947 10.556 -0.101
H -23.750 -4.245 10.272 0.323
H -23.869 -3.274 11.730 0.479
H -24.247 -1.385 10.495 0.257
H -25.534 -2.606 9.897 0.367
H -24.141 -3.074 8.087 0.256
H -22.940 -1.761 8.368 0.060
H -23.247 -1.244 6.208 0.132
H -24.503 -2.420 5.964 0.576
H -24.378 -0.632 4.141 0.432
H -25.911 -0.487 4.888 0.361
H -23.417 1.198 5.579 0.252
H -24.936 1.763 4.832 0.402
H -24.593 2.343 7.182 0.381
H -26.160 1.467 7.031 0.313
H -23.462 0.670 8.108 0.149
H -24.980 0.395 9.029 0.521
H -26.634 -1.207 8.652 0.424
H -26.353 -2.507 7.300 0.249
H -26.851 -0.837 7.014 0.497
C -20.737 -1.904 14.954 -1.265
C -19.283 -1.780 14.394 -0.719
C -18.862 -2.924 13.424 0.388
N -17.394 -2.733 12.916 0.780
C -17.190 -4.031 12.013 0.043
C -16.878 -5.308 12.802 -0.555
C -15.887 -5.135 14.020 -1.172
C -16.260 -3.966 14.916 -0.494
C -16.331 -2.685 14.075 -0.871
C -17.279 -1.533 11.959 -1.446
H -21.397 -1.897 14.087 0.262
H -21.139 -1.092 15.560 0.409
H -20.927 -2.867 15.430 0.311
H -18.634 -1.675 15.263 0.211
H -19.230 -0.790 13.939 0.289
H -19.480 -3.084 12.541 0.174
H -18.851 -3.842 14.012 -0.022
H -18.083 -4.247 11.426 -0.211
H -16.316 -3.879 11.381 0.486
H -17.833 -5.626 13.220 0.000
H -16.516 -6.095 12.141 0.695
H -15.652 -6.010 14.626 0.439
H -14.938 -4.884 13.546 0.384
H -17.193 -4.179 15.438 0.235
H -15.463 -3.988 15.659 0.442
H -16.428 -1.838 14.754 0.377
H -15.376 -2.464 13.598 0.555
H -16.392 -1.519 11.325 0.569
H -17.262 -0.732 12.699 0.431
H -18.224 -1.467 11.421 0.276
C -18.807 2.616 9.756 -1.344
C -17.738 2.169 8.790 0.177
C -16.305 2.313 9.308 -0.567
N -15.235 1.706 8.283 0.412
C -15.584 1.897 6.841 -0.674
C -14.508 1.472 5.851 -0.233
C -13.236 2.236 6.185 -0.821
C -12.709 1.941 7.618 -0.701
C -13.813 2.313 8.627 -0.700
C -15.154 0.197 8.520 -1.094
H -19.823 2.514 9.374 0.337
H -18.470 3.602 10.077 0.389
H -18.835 1.943 10.614 0.230
H -17.924 2.606 7.809 0.378
H -17.901 1.091 8.757 -0.046
H -16.185 1.844 10.285 0.289
H -16.026 3.366 9.274 0.417
H -15.791 2.964 6.758 0.538
H -16.501 1.332 6.675 0.236
H -14.746 1.797 4.838 0.439
H -14.397 0.388 5.816 -0.007
H -13.263 3.324 6.117 0.293
H -12.485 1.835 5.505 0.367
H -11.846 2.591 7.760 0.420
H -12.323 0.926 7.703 0.344
H -13.988 3.375 8.460 0.432
H -13.596 2.157 9.684 0.481
H -14.809 0.023 9.539 0.245
H -14.384 -0.186 7.849 0.514
H -16.165 -0.193 8.407 0.353
C -19.776 -3.026 8.793 0.148
F -18.734 -3.823 8.915 -0.093
F -20.848 -3.774 8.606 0.178
F -19.995 -2.346 9.911 -0.261
S -19.522 -1.826 7.273 0.469
O -19.518 -2.666 6.085 -0.016
O -20.722 -0.884 7.378 -0.522
O -18.208 -1.257 7.392 -0.355
C -14.913 -3.358 6.392 0.581
F -13.701 -3.910 6.506 -0.208
F -15.544 -3.385 7.577 -0.196
F -14.908 -2.087 6.093 -0.259
S -15.906 -4.293 4.967 1.241
O -16.095 -5.638 5.414 -0.634
O -17.147 -3.548 4.899 -0.606
O -15.063 -4.137 3.737 -0.619
C -20.008 -6.668 1.875 0.668
F -21.095 -7.121 2.433 -0.196
F -19.530 -7.669 1.104 -0.198
F -20.283 -5.602 1.202 -0.224
S -18.692 -6.105 3.191 0.608
O -18.315 -7.459 3.745 -0.495
O -17.604 -5.462 2.458 -0.549
N -19.507 -4.930 4.270 -0.234
S -20.116 -5.914 5.441 0.736
O -20.497 -7.245 5.041 -0.588
O -19.425 -5.771 6.694 -0.426
C -21.867 -5.016 5.641 0.476
F -22.226 -5.076 6.953 -0.133
F -21.696 -3.782 5.148 -0.307
F -22.815 -5.605 4.891 -0.269
C -22.221 -7.337 15.334 0.481
F -21.717 -6.989 16.552 -0.210
F -21.970 -8.626 15.130 -0.200
F -23.498 -6.997 15.202 -0.175
S -21.328 -6.292 13.963 1.057
O -22.233 -5.152 13.941 -0.647
O -19.997 -6.045 14.389 -0.619
N -21.571 -7.322 12.570 -0.678
S -20.713 -6.604 11.514 1.074
O -21.181 -5.248 11.121 -0.235
O -19.291 -6.672 11.747 -0.610
C -21.061 -7.605 9.864 0.352
F -20.188 -7.151 8.941 -0.175
F -20.807 -8.943 10.093 -0.222
F -22.335 -7.399 9.438 -0.206

---

Total energy / a.u.: -18178.7045, -265.5109, -7006.9684
Orbital gap / eV: 6.87, 10.03, 7.10